Here is a cluster of 6 separate species, C21H50N6O5 in total in a non-equilibrium geometry from the OMol25 dataset. Energies are from the ωB97M-V functional and the def2-TZVPD basis.

## Properties
Multiplicity ... 2
HOMO energy (spin up / spin down) ... 0.58 / -5.90 eV
LUMO level (spin up / spin down) ... 2.175 / 2.142 eV
Orbital gap (spin up / spin down) ... 1.60 / 8.04 eV
E_tot ... -1534.74014 hartree
Total charge ... -1
Strongest force on any atom ... 0.0870 Eh/bohr

```
82
C21H50N6O5 (the ωB97M-V functional and the def2-TZVPD basis)
C -6.0869 -1.4704 0.4621
C -6.0511 -1.3028 1.9414
N -4.7171 -1.4280 2.5840
C -4.7195 -1.4085 4.0417
C -5.5377 -0.1502 4.4706
C -3.8494 -2.4888 2.0383
C -2.4474 -1.8723 2.1122
H -5.7786 -2.4302 0.0475
H -5.5570 -0.6073 0.0590
H -7.1137 -1.3993 0.1033
H -6.4651 -0.2996 2.0423
H -6.7017 -2.0820 2.3385
H -5.2017 -2.3517 4.2985
H -3.6700 -1.3576 4.3318
H -6.5604 -0.1997 4.0969
H -5.6420 -0.1411 5.5556
H -5.0460 0.7479 4.0969
H -3.9963 -2.8789 1.0312
H -3.9130 -3.3512 2.7018
H -1.6614 -2.5297 1.7405
H -1.9594 -1.9569 3.0832
H -2.3003 -0.9061 1.6296
C 1.4042 0.8952 -1.0817
O 1.6596 1.8245 -1.8557
N 0.4054 -0.0047 -1.3768
C -0.0580 -1.1290 -0.4891
C -0.4934 0.2269 -2.5537
H 1.8681 0.7441 -0.0947
H 0.8148 -1.6753 -0.1317
H -0.7713 -1.8312 -0.9207
H -0.5711 -0.7190 0.3808
H -1.3377 0.8846 -2.3471
H 0.1361 0.6238 -3.3502
H -0.9876 -0.6916 -2.8703
C 0.2716 4.9736 -2.0020
O -0.8034 5.3078 -2.5569
N 1.4755 5.6111 -2.0124
C 2.5791 5.0878 -1.2529
C 1.5930 6.8585 -2.5708
H 0.3646 4.0461 -1.4160
H 3.4631 5.1217 -1.8896
H 2.3376 4.0842 -0.9026
H 2.7295 5.7733 -0.4189
H 0.7562 7.2462 -3.1518
H 1.7378 7.6513 -1.8369
H 2.2457 6.8045 -3.4421
C 1.4239 -0.8641 3.1935
O 1.4520 -0.3324 2.0834
N 1.9259 -0.1983 4.3009
C 1.7950 -0.7659 5.5584
C 2.3363 1.1566 4.1227
H 0.9330 -1.8299 3.3898
H 1.1341 -0.2464 6.2523
H 2.8048 -0.7847 5.9685
H 1.5088 -1.8166 5.5129
H 2.9858 1.1693 3.2475
H 1.4557 1.7845 3.9869
H 2.9257 1.5679 4.9422
C 0.8114 -7.2088 -1.3913
O 0.1521 -8.2807 -1.1928
N 0.1853 -6.0230 -1.2351
C 0.9414 -4.7438 -1.4603
C -1.2465 -5.8848 -0.8715
H 1.8446 -7.1403 -1.7653
H 1.9831 -4.7375 -1.1397
H 0.4377 -4.0482 -0.7891
H 0.7766 -4.3896 -2.4779
H -1.5245 -6.8639 -0.4815
H -1.5152 -5.1177 -0.1452
H -1.9302 -5.7141 -1.7031
C 4.9080 2.0248 -3.1697
O 5.8291 1.6059 -2.4164
N 5.0332 2.7100 -4.3172
C 6.3187 3.1576 -4.9189
C 3.8576 3.3523 -4.8683
H 3.8672 1.9655 -2.8157
H 7.1345 2.7580 -4.3165
H 6.4593 4.2300 -4.7830
H 6.5140 2.9808 -5.9766
H 2.9201 3.0210 -4.4217
H 3.9316 4.4097 -4.6146
H 3.7869 3.2464 -5.9509
```

Atom charges from the Löwdin analysis, given in e for atoms 1 to 8:
1. C -0.1318
2. C -0.2790
3. N -0.2154
4. C -0.2459
5. C -0.0920
6. C -0.2478
7. C -0.1557
8. H 0.0573